C37H74O35S | ωB97M-V/def2-TZVPD

Last column: Mulliken charge in e.
Cartesian coordinates (Å):
C 1.9806 -4.7204 2.7724  -0.890
C 1.0656 -5.2915 3.8237  -0.251
C 0.2055 -6.4470 3.2790  -0.820
S 0.2224 -6.3093 1.4233  1.064
O -1.1118 -6.0031 0.9124  -0.527
O 0.9006 -7.4278 0.7638  -0.700
C 1.2273 -4.7380 1.4440  -0.070
H 2.9178 -5.2607 2.6395  0.422
H 2.2786 -3.7079 3.0446  0.314
H 0.5320 -4.3847 4.1085  -0.057
H 1.6792 -5.6844 4.6344  0.416
H -0.8724 -6.3438 3.4036  0.372
H 0.4753 -7.4621 3.5707  0.369
H 0.5394 -3.9001 1.5571  -0.322
H 1.6679 -4.7612 0.4473  0.672
C 0.8157 -2.6136 -5.4289  -0.722
O 1.6574 -1.5933 -5.0362  -0.341
C 2.1325 -1.4010 -3.7677  0.901
O 1.9066 -2.1018 -2.8019  -0.637
O 2.9120 -0.2423 -3.8217  -0.264
C 3.4929 0.2723 -2.6553  -0.734
H -0.1541 -2.3219 -5.0256  0.217
H 1.1471 -3.5862 -5.0651  0.355
H 0.7589 -2.6466 -6.5169  0.319
H 2.6654 0.4480 -1.9679  0.153
H 4.0594 1.2024 -2.6994  0.352
H 4.1812 -0.4942 -2.2991  0.288
C 1.1546 4.0789 5.9770  -0.589
O 1.6721 4.1069 4.6570  -0.376
C 1.7755 2.9656 3.8888  0.660
O 1.3083 1.8683 4.2214  -0.476
O 2.3496 3.2969 2.7137  -0.377
C 2.4865 2.3755 1.6412  0.140
H 1.5308 3.1813 6.4678  0.304
H 0.0672 4.1256 6.0367  0.208
H 1.5105 5.0080 6.4222  0.238
H 3.1532 1.5443 1.8704  0.224
H 2.7395 2.7852 0.6634  0.366
H 1.5382 1.8674 1.4663  -0.448
C 2.7105 -2.3972 7.5428  -0.770
O 2.4171 -1.9124 6.2799  -0.291
C 1.2763 -2.1515 5.7160  0.828
O 0.2614 -2.7840 6.0797  -0.609
O 1.3992 -1.4120 4.6099  -0.199
C 0.2149 -1.4012 3.7028  -0.823
H 2.3738 -3.4178 7.7247  0.328
H 2.2858 -1.7139 8.2783  0.309
H 3.7863 -2.4444 7.7115  0.261
H -0.3867 -0.5308 3.9644  0.459
H -0.4960 -2.1885 3.9536  0.528
H 0.5354 -1.4219 2.6612  -0.100
C -1.5244 2.8470 1.5768  -0.211
O -2.7684 3.1238 2.2874  -0.310
C -2.7964 3.9647 3.2911  0.663
O -1.8277 4.4069 3.9558  -0.587
O -4.0667 4.2257 3.6169  -0.318
C -4.3937 5.4784 4.2165  -0.702
H -1.6732 2.1769 0.7301  -0.256
H -0.9108 2.1577 2.1569  0.157
H -1.0417 3.7753 1.2713  0.638
H -3.8266 6.1864 3.6121  0.281
H -3.8838 5.4692 5.1798  0.298
H -5.3843 5.9300 4.2707  0.275
C 4.3988 -1.2453 0.7183  0.232
O 5.8187 -1.3588 0.5141  -0.360
C 6.5613 -0.2314 0.2986  0.738
O 6.0371 0.8695 0.0835  -0.550
O 7.8904 -0.4732 0.5178  -0.316
C 8.8476 0.4783 0.1168  -0.662
H 3.9540 -0.8790 -0.2070  -0.338
H 4.1603 -0.5701 1.5401  0.218
H 3.9603 -2.2404 0.7923  0.185
H 8.8455 1.4350 0.6391  0.295
H 8.7541 0.7665 -0.9302  0.302
H 9.8714 0.1620 0.3169  0.265
C 0.4667 5.0039 -2.2309  -0.585
O -0.4078 6.0656 -1.7046  -0.218
C -0.1774 7.3812 -2.0879  0.686
O 0.7732 7.8117 -2.7838  -0.594
O -0.9985 8.1540 -1.4159  -0.303
C -0.9129 9.5684 -1.6117  -0.682
H -0.1426 4.1604 -2.5558  0.108
H 1.1179 4.5363 -1.4924  0.255
H 0.9989 5.2105 -3.1594  0.421
H -1.5353 10.0389 -0.8505  0.253
H -1.2376 9.9360 -2.5851  0.302
H 0.0842 10.0022 -1.5362  0.312
C -5.2120 0.5027 -0.5009  -0.484
O -4.7481 -0.0159 -1.7164  -0.296
C -3.8110 0.6365 -2.3447  0.840
O -3.2151 1.6269 -1.9068  -0.652
O -3.5057 -0.1181 -3.5036  -0.285
C -2.5125 0.3482 -4.4235  -0.592
H -4.5193 0.2479 0.3012  0.075
H -6.1731 0.0372 -0.2826  0.239
H -5.3295 1.5843 -0.4346  0.340
H -2.6177 -0.3130 -5.2836  0.246
H -1.5342 0.1033 -4.0098  0.209
H -2.6470 1.3910 -4.7110  0.344
C -1.7259 -1.8200 -0.2254  -0.364
O -0.3037 -1.6844 0.0109  1.033
C 0.2690 -0.5177 -0.1826  -0.115
O 1.4128 -0.3347 0.2254  -0.234
O -0.3460 0.2658 -1.0351  0.589
C 0.0348 1.5408 -1.2480  -1.210
H -2.1362 -2.8033 0.0045  0.004
H -1.8585 -1.6330 -1.2910  0.028
H -2.3350 -1.0733 0.2839  0.073
H 0.8246 1.8783 -0.5769  0.021
H -0.7910 2.2487 -1.1778  0.525
H 0.4742 1.6606 -2.2383  0.000
C -4.0224 -4.4651 2.0599  -0.484
O -3.5329 -3.3592 2.8316  -0.194
C -4.0798 -2.0895 2.6955  0.872
O -4.9469 -1.7628 1.8013  -0.625
O -3.6802 -1.3643 3.7085  -0.287
C -3.9355 0.0171 3.7608  -0.617
H -3.7332 -4.2854 1.0245  0.125
H -5.0770 -4.7389 2.0289  0.310
H -3.4703 -5.3282 2.4319  0.166
H -4.9521 0.3731 3.9277  0.405
H -3.4846 0.5942 2.9535  0.087
H -3.4043 0.4009 4.6318  0.294
C -4.8496 -3.8201 -4.9916  -0.841
O -3.7407 -3.2344 -4.2808  -0.102
C -2.9739 -4.0744 -3.5839  0.454
O -3.0263 -5.3203 -3.5609  -0.639
O -2.0660 -3.4058 -2.9641  0.143
C -0.9616 -4.0486 -2.2854  -0.824
H -5.6326 -4.1021 -4.2878  0.305
H -4.5606 -4.7296 -5.5182  0.333
H -5.2978 -3.1935 -5.7627  0.264
H -0.2807 -4.4809 -3.0186  0.408
H -1.3054 -4.8100 -1.5852  0.508
H -0.3823 -3.3109 -1.7301  -0.034
C -0.2148 0.3318 -7.5095  -0.213
O 0.9167 1.1257 -7.3424  -0.354
C 1.2353 1.7010 -6.1383  0.850
O 0.5568 1.6611 -5.1334  -0.485
O 2.4457 2.2360 -6.2658  -0.336
C 2.9843 3.1625 -5.3437  -0.300
H -0.0881 -0.5912 -6.9437  -0.139
H -0.3603 -0.0957 -8.5015  0.322
H -1.1016 0.8533 -7.1493  0.237
H 3.5719 3.8940 -5.8985  0.311
H 3.5678 2.6294 -4.5931  0.112
H 2.2116 3.6402 -4.7414  0.068

As for the lowest unoccupied orbital energy: 0.0181 Ha. The total energy comes out at -122060.973 eV. The total charge is 0. The calculation puts the highest occupied orbital energy at -10.16 eV. As for the HOMO-LUMO gap: 10.651 eV. The calculation puts the molar mass at 1111.0 g mol⁻¹.

C37H75N5O8P | ωB97M-V/def2-TZVPD

Last column: Mulliken charge in e.
Cartesian coordinates (Å):
C 1.8529 -1.0013 3.9106  -0.838
C 1.2326 -0.4650 4.9995  -0.254
C 0.8652 1.0209 5.0786  0.325
N 1.5031 1.7242 3.9840  0.105
C 2.6665 2.3204 3.8239  -0.222
N 2.7982 2.8022 2.5849  -0.509
C 1.6566 2.4727 1.9756  0.113
N 1.3792 2.7511 0.6889  0.279
P -0.1221 2.2271 0.0332  0.321
N -1.3723 2.7896 0.7895  -0.772
N 0.8251 1.8312 2.8148  1.022
H 1.3790 -0.9180 2.9282  0.212
H 2.8304 -1.4728 3.9475  0.346
H 1.0131 -1.1315 5.8320  0.394
H 1.1738 1.3973 6.0496  0.510
H -0.2198 1.1477 4.9802  -0.544
H 3.3887 2.3622 4.6233  0.443
H 2.0844 3.2596 0.1596  0.045
H -0.0307 2.5574 -1.3253  0.109
H -0.1094 0.8230 0.1508  0.022
H -1.9133 2.0099 1.1531  0.266
H -0.0962 1.4363 2.6765  -0.333
C 3.9205 6.3905 -1.5537  -0.319
C 5.2548 5.7180 -1.8577  -0.652
C 5.0142 4.3053 -1.3481  -0.454
O 3.6097 4.0433 -1.5173  -0.406
C 2.9340 5.2716 -1.8309  -0.195
H 3.7311 7.2791 -2.1525  0.425
H 3.8783 6.6729 -0.4993  -0.003
H 5.4285 5.7072 -2.9357  0.263
H 6.1080 6.1963 -1.3810  0.365
H 5.2507 4.2222 -0.2825  0.258
H 5.5876 3.5540 -1.8901  0.288
H 2.6454 5.2418 -2.8856  0.281
H 2.0274 5.3530 -1.2251  0.178
C 1.4533 -2.1649 -3.3340  -0.240
C 2.2238 -1.9065 -2.0426  -0.746
C 1.4710 -0.7223 -1.4549  0.133
O 0.1155 -0.8439 -1.8830  -0.390
C 0.0287 -1.8509 -2.9070  0.219
H 1.5682 -3.1714 -3.7192  0.270
H 1.7763 -1.4659 -4.1097  0.125
H 2.1296 -2.7709 -1.3811  0.262
H 3.2838 -1.7044 -2.1916  0.427
H 1.8544 0.2368 -1.8305  0.160
H 1.4947 -0.7084 -0.3606  -0.075
H -0.4604 -2.7227 -2.4681  -0.442
H -0.5836 -1.4865 -3.7327  0.321
C -1.9446 5.2236 4.9650  -0.211
C -3.0882 5.0270 5.9557  -0.768
C -3.3091 3.5220 5.8779  -0.525
O -2.0299 2.9398 5.5756  -0.350
C -1.1179 3.9720 5.1935  0.533
H -1.3765 6.1391 5.1234  0.072
H -2.3336 5.2358 3.9442  0.329
H -2.7647 5.3090 6.9600  0.284
H -3.9823 5.5979 5.7146  0.375
H -4.0018 3.2635 5.0715  0.292
H -3.6861 3.0980 6.8080  0.326
H -0.3982 4.1103 6.0104  0.258
H -0.5751 3.6590 4.2970  -0.582
C 3.5498 -4.3814 -7.6406  -0.572
C 2.5028 -3.3634 -8.0806  -0.578
C 1.4430 -3.5232 -7.0003  -0.381
O 2.1335 -3.9028 -5.8058  -0.288
C 3.4833 -4.2577 -6.1257  -0.495
H 4.5451 -4.1881 -8.0369  0.331
H 3.2485 -5.3846 -7.9501  0.263
H 2.9252 -2.3564 -8.0482  0.273
H 2.1140 -3.5363 -9.0826  0.349
H 0.7327 -4.3169 -7.2546  0.259
H 0.8832 -2.6043 -6.8160  0.252
H 4.1438 -3.4616 -5.7637  0.272
H 3.7436 -5.1834 -5.6118  0.307
C -2.6854 -5.1378 -0.2597  -0.509
C -2.2096 -6.5492 -0.5751  -0.554
C -1.1663 -6.2939 -1.6485  -0.299
O -0.5956 -5.0063 -1.3697  -0.395
C -1.3962 -4.3381 -0.3861  0.089
H -3.1511 -5.0403 0.7211  0.250
H -3.4057 -4.8107 -1.0134  0.297
H -1.7390 -6.9906 0.3073  0.293
H -3.0033 -7.2147 -0.9092  0.318
H -1.6215 -6.2597 -2.6422  0.053
H -0.3753 -7.0441 -1.6560  0.275
H -0.8357 -4.3318 0.5567  -0.045
H -1.5685 -3.3045 -0.6936  0.201
C -3.6658 -1.2851 4.2481  -0.671
C -3.2091 -2.7126 3.9505  -0.614
C -2.1654 -2.4896 2.8663  -0.129
O -1.5780 -1.2034 3.1277  -0.301
C -2.3659 -0.5121 4.1045  -0.197
H -4.1244 -1.1634 5.2275  0.389
H -4.3828 -0.9573 3.4927  0.286
H -2.7426 -3.1477 4.8372  0.288
H -4.0137 -3.3722 3.6316  0.358
H -2.6184 -2.4574 1.8707  0.115
H -1.3842 -3.2503 2.8664  0.177
H -1.8082 -0.5002 5.0496  0.161
H -2.5206 0.5206 3.7799  0.090
C -4.1473 -6.0407 -5.7220  -0.638
C -5.1993 -7.1441 -5.6917  -0.570
C -4.8882 -7.8327 -4.3711  -0.450
O -4.3666 -6.8232 -3.4987  -0.334
C -4.0733 -5.6438 -4.2550  -0.048
H -4.4033 -5.2061 -6.3730  0.368
H -3.1883 -6.4481 -6.0506  0.263
H -6.1991 -6.7052 -5.6611  0.265
H -5.1517 -7.8214 -6.5427  0.347
H -4.1244 -8.6072 -4.4966  0.282
H -5.7673 -8.2852 -3.9119  0.260
H -4.8234 -4.8833 -4.0110  0.239
H -3.0908 -5.2646 -3.9685  0.036
C 0.6797 7.7887 3.3599  -0.604
C 1.2470 6.4041 3.0836  0.152
C 2.2854 6.7021 2.0100  -0.330
O 2.7608 8.0223 2.2623  -0.446
C 1.9165 8.6659 3.2249  -0.631
H 0.2010 7.8825 4.3338  0.300
H -0.0529 8.0500 2.5929  0.320
H 1.7377 6.0156 3.9814  0.150
H 0.4986 5.6775 2.7616  0.127
H 1.8352 6.6842 1.0094  0.016
H 3.1252 6.0036 2.0254  0.255
H 2.4628 8.7311 4.1713  0.310
H 1.6876 9.6763 2.8880  0.319

As for the lowest unoccupied orbital energy: -0.0941 Ha. The total energy comes out at -72692.726 eV. The total charge is +1. The calculation puts the highest occupied orbital energy at -10.86 eV. As for the HOMO-LUMO gap: 8.297 eV. The calculation puts the molar mass at 749.0 g mol⁻¹.